# 1
Entry from the Open Molecules 2025 dataset: a molecular structure, C45H44P2Ti at a distorted geometry (wB97M-V/def2-TZVPD).

Output
2S+1 = 3
LUMO (alpha / beta) = 0.5 / -0.3 eV
HOMO energy (alpha / beta) = -6.10 / -7.56 eV

Each line ends with the Mulliken spin population.
Geometry (Å):
Ti 0.1385 0.4467 3.2103  1.118
C -1.7404 -0.2173 4.3081  0.119
C -2.0102 -0.3791 2.9346  0.140
C -2.8447 0.6436 2.1703  0.010
C -2.0396 1.7750 1.4929  0.162
C -0.8479 2.2588 2.2942  0.022
C -0.9081 2.5896 3.6623  0.289
C -2.1077 2.3674 4.5399  0.044
C -2.3767 0.9149 5.0703  0.084
C 1.4360 -0.6413 2.1597  0.063
H -1.4389 -1.0977 4.8920  -0.007
H -2.0462 -1.4136 2.5804  0.014
H -3.6163 1.1036 2.8184  0.001
H -3.4303 0.1018 1.4015  0.002
H -1.7129 1.4459 0.4915  -0.016
H -2.7235 2.6179 1.2721  0.001
H -0.0124 2.6727 1.7169  -0.019
H -0.1898 3.3106 4.0720  0.007
H -3.0516 2.7435 4.0992  0.012
H -1.9851 2.9788 5.4548  0.003
H -2.0528 0.8556 6.1242  -0.013
H -3.4780 0.7802 5.0918  -0.013
H 2.0194 -1.2029 2.9211  -0.001
H 2.1108 0.1163 1.7205  -0.002
H 1.0623 -1.3114 1.3746  -0.021
P -0.3311 -1.7420 -3.4968  0.001
P 1.4542 0.8290 -3.7882  0.000
C -1.0703 -0.1804 -3.9813  0.000
C -0.2955 0.9078 -4.2415  0.000
C -0.9461 -2.9283 -4.7556  0.000
C -2.0135 -2.6740 -5.6168  0.000
C -2.2816 -3.5592 -6.6688  0.000
C -1.4918 -4.7004 -6.8481  0.000
C -0.4587 -4.9797 -5.9471  0.000
C -0.1816 -4.1025 -4.8991  0.000
C -1.4671 -2.1468 -2.1297  -0.001
C -1.0825 -1.3612 -1.0280  -0.016
C -1.6093 -1.6418 0.2079  -0.043
C -2.7286 -2.4659 0.3330  0.022
C -3.1675 -3.2054 -0.7749  0.003
C -2.5008 -3.0889 -2.0075  -0.001
C 2.1522 1.2553 -5.4602  0.000
C 1.9543 0.3296 -6.5010  0.000
C 2.4832 0.5617 -7.7760  0.000
C 3.2293 1.7272 -8.0212  0.000
C 3.4244 2.6568 -6.9969  0.000
C 2.8858 2.4237 -5.7252  0.000
C 1.7560 2.3726 -2.8679  0.000
C 2.9599 2.4596 -2.1306  0.000
C 3.2171 3.5886 -1.3542  0.000
C 2.2701 4.6196 -1.2899  0.000
C 1.0552 4.5089 -1.9728  0.000
C 0.7857 3.3738 -2.7434  0.000
H -2.1677 -0.1534 -3.9840  0.000
H -0.6621 1.7967 -4.7716  0.000
H -2.6177 -1.7770 -5.4793  0.000
H -3.0936 -3.3523 -7.3621  0.000
H -1.6710 -5.3700 -7.6918  0.000
H 0.1570 -5.8721 -6.0647  0.000
H 0.6330 -4.2908 -4.1992  0.000
H -0.3328 -0.5739 -1.1269  0.000
H -1.0621 -1.2064 1.0494  0.030
H -3.2425 -2.5440 1.2876  -0.001
H -4.0134 -3.8871 -0.6659  0.000
H -2.7970 -3.7118 -2.8545  0.000
H 1.3779 -0.5775 -6.3069  0.000
H 2.3155 -0.1613 -8.5733  0.000
H 3.6455 1.9068 -9.0088  0.000
H 3.9943 3.5744 -7.1755  0.000
H 3.0331 3.1557 -4.9343  0.000
H 3.6677 1.6237 -2.1587  0.000
H 4.1546 3.6580 -0.7926  0.000
H 2.4802 5.5045 -0.6907  0.000
H 0.3072 5.3027 -1.8969  0.000
H -0.1888 3.2603 -3.2241  0.000
C 1.3080 -2.9695 7.9211  -0.004
C 1.2290 -3.2321 6.5364  0.010
C 1.1925 -2.1885 5.6157  -0.004
C 1.2030 -0.8421 6.0119  -0.028
C 1.1120 0.2958 5.1029  -0.061
C 1.3929 1.5683 5.5633  0.053
C 1.3027 1.8264 6.9604  -0.008
C 1.2617 0.7822 7.8659  0.035
C 1.2712 -0.5712 7.4338  0.000
C 1.3163 -1.6495 8.3465  0.005
H 1.3656 -3.7849 8.6353  0.000
H 1.2225 -4.2608 6.1826  0.001
H 1.1738 -2.3897 4.5376  -0.004
H 1.6577 2.3800 4.8732  0.012
H 1.2686 2.8673 7.2902  -0.002
H 1.2531 0.9769 8.9455  0.002
H 1.3966 -1.4110 9.4106  0.000


# 2
Entry from the Open Molecules 2025 dataset: 12 unconnected molecules or ions with the total composition C32H88O12 at a distorted geometry (wB97M-V/def2-TZVPD).

Output
LUMO = 0.4 eV
HOMO energy = -9.67 eV
SMILES string = CC(C)O.CC(C)O.CC(C)O.CC(C)O.CC(C)O.CC(C)O.CC(C)O.CC(C)O.CCO.CCO.CCO.CCO

Each line ends with the Löwdin charge.
Geometry (Å):
C -11.2195 16.7458 8.7847  -0.044
C -10.2655 16.7479 9.9726  -0.479
C -10.9017 16.0333 11.1395  -0.056
O -9.0308 16.1263 9.6331  -0.053
H -12.1359 17.2680 9.0600  0.079
H -11.5155 15.7345 8.4950  0.079
H -10.7866 17.2288 7.9073  0.072
H -10.0978 17.7987 10.2474  0.111
H -11.8777 16.4098 11.4730  0.086
H -10.2401 16.0488 12.0089  0.078
H -11.2328 15.0166 10.9008  0.077
H -8.4066 16.4135 10.3186  0.078
C -8.4664 15.8350 -0.3344  -0.053
C -7.7146 15.7387 0.9657  -0.464
C -6.3858 15.0117 0.9283  -0.053
O -7.4322 17.1215 1.3484  -0.091
H -9.4003 16.3849 -0.1885  0.074
H -8.8317 14.8929 -0.7569  0.082
H -7.8786 16.3706 -1.0800  0.083
H -8.2644 15.3731 1.8350  0.106
H -5.7402 15.3662 0.1191  0.086
H -6.5559 13.9659 0.6398  0.081
H -5.9196 14.9793 1.9106  0.074
H -6.5589 17.3228 0.9966  0.075
C -11.3301 20.3500 8.7196  -0.049
C -11.3224 21.1987 7.4440  -0.478
C -10.5299 20.6271 6.2806  -0.058
O -12.6638 21.4740 7.0589  -0.036
H -10.3599 19.8979 8.9342  0.056
H -12.0129 19.4985 8.6967  0.066
H -11.5644 20.9918 9.5698  0.086
H -10.8013 22.1391 7.6643  0.131
H -10.9197 20.9503 5.3112  0.069
H -10.7319 19.5471 6.2320  0.069
H -9.4534 20.7797 6.2134  0.075
H -13.2345 20.9169 7.5924  0.076
C -4.5494 18.4124 8.9148  -0.051
C -3.4848 17.3972 9.3994  -0.481
C -3.6291 16.0776 8.6757  -0.054
O -2.1862 17.9672 9.2960  -0.042
H -4.5739 19.2768 9.5758  0.075
H -5.5147 17.9123 8.9641  0.044
H -4.2956 18.6929 7.8914  0.067
H -3.6808 17.2874 10.4690  0.131
H -3.2570 16.2180 7.6530  0.064
H -4.6315 15.6550 8.6272  0.069
H -3.0000 15.2849 9.0924  0.081
H -1.8758 17.7575 8.4050  0.087
C -7.6777 19.9130 10.7606  -0.059
C -7.4730 19.1918 12.0581  -0.447
C -8.7948 19.3138 12.8684  -0.049
O -7.3300 17.7834 11.7894  -0.066
H -7.4634 20.9706 10.9241  0.092
H -8.7057 19.8381 10.3988  0.052
H -7.1187 19.5542 9.8929  0.065
H -6.6312 19.6466 12.5852  0.137
H -8.7241 18.7918 13.8238  0.077
H -9.5981 18.8451 12.3043  0.062
H -9.0458 20.3715 12.9852  0.083
H -7.1376 17.3187 12.6099  0.094
C -7.2083 17.4133 7.0515  -0.041
C -8.3097 16.9282 6.1006  -0.461
C -7.7780 16.5788 4.7314  -0.030
O -9.0073 15.8352 6.6729  -0.070
H -6.6415 18.2487 6.6396  0.069
H -6.5979 16.5556 7.3396  0.079
H -7.6653 17.8291 7.9550  0.065
H -8.9897 17.7915 6.0608  0.118
H -8.4879 15.9113 4.2408  0.077
H -6.7915 16.1144 4.7071  0.066
H -7.6817 17.5090 4.1680  0.073
H -9.0254 15.8996 7.6400  0.040
C -11.3095 20.4421 0.7560  -0.057
C -10.0505 20.7419 1.5682  -0.474
C -9.7441 19.6600 2.5883  -0.065
O -8.9092 20.8275 0.6854  -0.071
H -11.3540 20.9825 -0.1897  0.079
H -12.2132 20.5569 1.3489  0.080
H -11.1912 19.4053 0.4092  0.077
H -10.1284 21.7390 2.0083  0.134
H -9.5835 18.6718 2.1487  0.070
H -10.5775 19.5567 3.2940  0.072
H -8.8485 19.8183 3.1912  0.070
H -8.9657 20.0371 0.1309  0.079
C -4.7288 11.5352 7.7692  -0.054
C -6.2251 11.5810 7.4966  -0.496
C -6.6123 12.7700 6.6249  -0.046
O -6.6652 10.4164 6.7904  -0.059
H -4.4573 11.0545 8.7097  0.074
H -4.3064 12.5429 7.8147  0.067
H -4.2237 11.0340 6.9410  0.084
H -6.7595 11.6146 8.4536  0.127
H -6.0894 12.5323 5.6940  0.093
H -6.3855 13.7014 7.1348  0.075
H -7.6761 12.7107 6.4008  0.050
H -6.5341 9.6378 7.3391  0.089
C -4.4106 21.7675 5.3831  -0.080
C -5.7851 21.1043 5.2567  -0.288
O -5.7348 20.0639 4.2673  -0.104
H -3.6639 20.9706 5.3966  0.070
H -4.2649 22.3503 6.2957  0.076
H -4.1713 22.4502 4.5652  0.073
H -6.5116 21.8507 4.9262  0.112
H -6.0190 20.6163 6.2019  0.101
H -5.6545 20.5058 3.4141  0.097
C -3.5515 15.6708 4.7642  -0.074
C -4.0344 17.0401 4.3094  -0.306
O -3.8164 17.9959 5.3518  -0.110
H -3.7678 14.9518 3.9721  0.069
H -4.2401 15.4611 5.5907  0.058
H -2.5172 15.5770 5.0763  0.076
H -5.0976 17.0907 4.0763  0.084
H -3.4455 17.3976 3.4534  0.111
H -4.3789 18.7649 5.2103  0.026
C -10.1780 11.5357 8.2158  -0.069
C -10.1110 13.0741 8.1864  -0.313
O -10.7352 13.4671 6.9638  -0.098
H -9.5452 11.2828 9.0743  0.070
H -9.8281 11.0908 7.2912  0.066
H -11.1828 11.2001 8.4670  0.069
H -9.0643 13.3904 8.2526  0.093
H -10.6445 13.5546 9.0143  0.091
H -10.4754 14.3849 6.7924  0.044
C -9.3560 11.9708 4.0525  -0.075
C -8.8227 12.6989 2.8060  -0.304
O -7.9579 11.8376 2.0707  -0.087
H -10.0397 12.7279 4.4546  0.071
H -8.5583 11.8184 4.7777  0.043
H -9.8861 11.0323 3.9140  0.081
H -8.2394 13.5605 3.1425  0.086
H -9.6972 13.0134 2.2388  0.113
H -7.4591 11.2801 2.6691  0.075


# 3
Entry from the Open Molecules 2025 dataset: a single C3H4FN molecule at a distorted geometry (wB97M-V/def2-TZVPD).

Output
LUMO = 0.8 eV
HOMO energy = -12.33 eV
SMILES string = N#CCCF

Each line ends with the Löwdin charge.
Geometry (Å):
N -1.6349 1.8923 -0.4158  0.152
C -1.0403 0.9655 -0.6223  -0.232
C -0.1004 -0.2088 -0.6671  -0.130
C 0.3908 -0.4296 0.7738  -0.142
F 1.7253 -0.9905 0.7900  -0.095
H -0.5892 -0.9578 -1.2095  0.086
H 0.8621 0.0307 -1.1801  0.138
H -0.1361 -0.9647 1.4655  0.089
H 0.5226 0.6629 1.0655  0.134


# 4
Entry from the Open Molecules 2025 dataset: 2 unconnected molecules or ions with the total composition C2H5FIN at a distorted geometry (wB97M-V/def2-TZVPD).

Output
LUMO = 0.6 eV
HOMO energy = -9.90 eV
SMILES string = C/N=C/F.I

Each line ends with the Löwdin charge.
Geometry (Å):
C 0.4303 -1.3121 -1.1554  -0.107
N -0.0241 -0.7696 0.1355  0.014
C -1.2184 -0.7352 0.4344  -0.292
F -1.5405 -0.3053 1.6359  0.066
H -0.4244 -1.1280 -1.8332  0.073
H 1.3354 -0.7167 -1.4807  0.094
H 0.6835 -2.3038 -1.2314  0.038
H -1.9647 -0.9759 -0.2764  0.118
I 1.4721 3.7488 2.6234  0.302
H 1.2509 4.4977 1.1479  -0.306


# 5
Entry from the Open Molecules 2025 dataset: 2 unconnected molecules or ions with the total composition C4H7O3 at a distorted geometry (wB97M-V/def2-TZVPD).

Output
2S+1 = 2
LUMO (alpha / beta) = 0.7 / -2.3 eV
HOMO energy (alpha / beta) = -9.18 / -9.18 eV

Each line ends with the Mulliken spin population.
Geometry (Å):
O -2.9261 -2.3950 -1.5394  0.018
C -1.8899 -1.8041 -1.6836  0.078
C -1.1739 -1.1105 -0.5338  -0.028
O -0.1092 -0.3607 -0.9353  0.754
H -1.3653 -1.7525 -2.6689  -0.001
H -0.7581 -1.9396 0.0834  0.010
H -1.8832 -0.5622 0.1130  0.008
C 0.9487 0.8675 0.4871  -0.052
H 1.5107 1.1816 -0.4062  0.004
H 1.1939 -0.0889 0.9732  0.019
H -0.0112 1.4000 0.6124  0.014
O 2.6436 1.5862 2.5325  0.040
C 1.8949 1.9653 1.6753  0.115
H 1.9251 3.0129 1.2903  0.022


# 6
Entry from the Open Molecules 2025 dataset: a molecular structure, C33H39BCoF5N7OS4 at a distorted geometry (wB97M-V/def2-TZVPD).

Output
2S+1 = 5
LUMO (alpha / beta) = -9.6 / -12.2 eV
HOMO energy (alpha / beta) = -16.37 / -16.53 eV
Net charge = +3

Each line ends with the Mulliken spin population.
Geometry (Å):
Co -0.8811 -2.7436 -0.6870  1.447
C 0.9059 -0.4371 -5.0100  0.000
C 0.8157 0.1425 -3.6308  -0.029
C 1.1894 1.4240 -3.3420  0.000
C 1.0282 1.9561 -2.0403  0.000
N 0.5164 1.2232 -1.0784  0.018
N 0.1835 -0.0395 -1.3454  0.054
B -0.5616 -0.7400 -0.1761  -0.212
N 0.1797 -0.8438 1.1795  -0.004
N 1.1564 0.0092 1.4617  0.002
C 1.7362 -0.0768 2.6407  -0.003
C 1.3306 -1.0608 3.5691  0.005
C 0.3357 -1.9510 3.2700  0.019
C -0.0761 -3.0602 4.1876  -0.006
C -0.2534 -1.8078 2.0054  0.010
S -1.5350 -2.8412 1.4447  -0.046
C 2.8232 0.9422 2.9530  -0.001
C 3.5805 0.5805 4.2338  0.000
C 3.8157 1.0189 1.7809  0.000
C 2.1295 2.3051 3.1482  -0.001
N -1.9374 -0.0398 -0.0097  0.029
N -1.9407 0.9897 0.8137  0.039
C -3.0578 1.6909 0.9356  0.005
C -4.1860 1.3836 0.1479  0.000
C -4.1959 0.2957 -0.6840  0.013
C -5.3997 -0.1178 -1.4728  0.004
C -3.0013 -0.4572 -0.7122  0.003
S -2.8845 -1.9400 -1.5774  0.460
C -3.0855 2.8322 1.9239  0.006
C -4.2687 2.6111 2.8858  0.004
C -1.7803 2.9083 2.7141  0.003
C -3.2879 4.1425 1.1383  0.003
C 0.2916 -0.6069 -2.5519  0.057
S -0.2622 -2.2227 -2.7894  0.354
C 1.4475 3.3763 -1.7296  0.004
C 0.8632 4.3305 -2.7886  0.001
C 2.9855 3.4312 -1.7811  0.003
C 0.9577 3.7982 -0.3421  0.001
H 1.4206 0.2434 -5.6828  0.000
H -0.0950 -0.6211 -5.4098  -0.001
H 1.4347 -1.3917 -5.0111  -0.002
H 1.5862 2.0542 -4.1283  0.001
H 1.8341 -1.1285 4.5245  0.001
H 0.4059 -2.9663 5.1576  0.000
H 0.2087 -4.0225 3.7528  -0.001
H -1.1572 -3.0851 4.3325  0.001
H 4.0490 -0.4062 4.1702  0.000
H 2.9392 0.6187 5.1180  0.000
H 4.3769 1.3090 4.3849  0.000
H 4.4605 0.1364 1.7601  0.000
H 4.4510 1.8975 1.8937  0.000
H 3.2917 1.0800 0.8277  0.000
H 1.5029 2.2996 4.0443  0.000
H 1.5015 2.5490 2.2907  0.000
H 2.8831 3.0846 3.2670  0.000
H -5.0667 2.0122 0.2065  0.002
H -6.1450 0.6731 -1.4848  0.000
H -5.8564 -1.0034 -1.0228  0.000
H -5.1393 -0.3774 -2.4997  0.000
H -4.1809 1.6568 3.4113  0.000
H -5.2318 2.6396 2.3714  -0.001
H -4.2731 3.4070 3.6301  0.000
H -1.5535 1.9647 3.2166  0.000
H -1.8702 3.6869 3.4715  0.000
H -0.9424 3.1623 2.0611  -0.001
H -4.2377 4.1574 0.5965  -0.001
H -2.4766 4.3029 0.4234  0.000
H -3.2944 4.9791 1.8376  0.000
H 1.3006 4.1850 -3.7785  0.000
H 1.0854 5.3550 -2.4921  0.000
H -0.2230 4.2299 -2.8629  0.000
H 3.3713 3.1121 -2.7535  -0.001
H 3.4340 2.8011 -1.0099  0.000
H 3.3113 4.4590 -1.6162  0.000
H -0.1349 3.7806 -0.2900  0.001
H 1.2982 4.8120 -0.1338  0.000
H 1.3461 3.1338 0.4304  0.000
F 1.8271 -8.2142 -5.2283  -0.009
C 1.4708 -7.5656 -4.1609  -0.017
C 2.3285 -7.4284 -3.0950  0.211
F 3.5054 -7.9333 -3.1317  0.044
C 1.8995 -6.7041 -1.9131  0.220
F 2.7388 -6.6137 -0.9597  0.062
C 0.6250 -6.1219 -1.8016  -0.013
S 0.0799 -5.4279 -0.2557  0.028
C -0.2012 -6.2552 -2.8930  0.168
F -1.3803 -5.7388 -2.9115  0.029
C 0.2103 -6.9793 -4.0828  0.258
F -0.5983 -7.0702 -5.0684  0.059
O 1.5315 -3.3386 0.2862  0.462
N 0.6712 -3.7950 -0.4733  0.255


# 7
Entry from the Open Molecules 2025 dataset: a molecular structure, C17H19MoN5O2 at a distorted geometry (wB97M-V/def2-TZVPD).

Output
2S+1 = 3
LUMO (alpha / beta) = -15.5 / -17.5 eV
HOMO energy (alpha / beta) = -21.71 / -21.11 eV
Net charge = +4

Each line ends with the Mulliken spin population.
Geometry (Å):
N 1.0376 -1.8780 0.4761  0.049
C 1.3267 -2.8871 0.9765  0.013
C 1.7886 -4.0730 1.6342  -0.001
H 2.8799 -4.0326 1.7551  0.000
H 1.5308 -4.9581 1.0381  0.000
H 1.3228 -4.1672 2.6253  0.000
N -1.9453 -0.1386 -1.2334  -0.049
C -3.0535 -0.0799 -1.5714  0.103
C -4.4447 0.0361 -1.8735  -0.005
H -4.7719 -0.8939 -2.3538  0.004
H -4.5868 0.8773 -2.5636  0.006
H -5.0203 0.2039 -0.9522  0.001
N 1.5465 1.3667 -0.7746  0.034
C 2.1770 2.3136 -1.0082  0.010
C 3.0457 3.4381 -1.2057  -0.003
H 2.5648 4.3596 -0.8480  0.001
H 3.2754 3.5540 -2.2733  0.000
H 3.9854 3.2881 -0.6556  -0.001
Mo -0.0629 -0.1395 -0.4132  0.988
C -0.8104 1.7255 0.1927  -0.048
O -1.2144 2.7352 0.6000  0.015
C -1.2227 -0.8849 1.1689  -0.035
O -1.8472 -1.2326 2.0819  0.004
C 0.5167 -2.4315 -2.1830  0.049
C 1.7831 -1.8356 -2.0743  0.066
C 1.9964 -0.5490 -2.5677  0.066
C 0.9443 0.1564 -3.1735  0.049
C -0.3143 -0.4362 -3.2898  0.016
C -0.5285 -1.7373 -2.7949  0.023
H 0.3434 -3.4396 -1.8029  -0.002
H 2.6160 -2.3819 -1.6302  0.002
H 2.9925 -0.1099 -2.5019  0.001
H 1.1045 1.1606 -3.5686  -0.001
H -1.1265 0.1264 -3.7520  -0.003
H -1.5108 -2.2064 -2.8636  -0.001
N 1.9908 0.3386 3.8451  -0.032
C 2.2355 1.6357 3.4185  0.253
C 1.6250 1.7518 2.1902  0.230
N 1.0406 0.5469 1.8905  -0.026
C 1.2498 -0.2862 2.8871  0.187
H 2.2718 -0.1008 4.7267  -0.001
H 2.7869 2.3704 3.9745  0.003
H 1.5772 2.6040 1.5239  0.017
H 0.9058 -1.3148 2.9961  0.019


# 8
Entry from the Open Molecules 2025 dataset: a gas-phase ion, C3H3BrN3 (charge +1) at a distorted geometry (wB97M-V/def2-TZVPD).

Output
LUMO (alpha / beta) = -7.1 / -7.1 eV
HOMO energy (alpha / beta) = -14.74 / -14.33 eV
Net charge = +1

Each line ends with the Löwdin charge.
Geometry (Å):
C -0.7682 -1.2003 0.0847  0.002
C -1.5501 0.1010 -0.0028  -0.821
C 1.0353 0.0117 0.3036  -0.098
N 0.4825 -1.1091 0.3410  0.159
N -0.8732 1.1277 0.1896  0.183
N 1.9161 0.7964 -0.1121  0.292
Br -3.4536 0.0354 0.0764  0.824
H -1.2141 -2.1358 -0.1715  0.131
H 2.7546 0.6056 -0.6512  0.177
H 1.6707 1.7674 -0.0576  0.151


no.,E_tot (eV)
1,-89065.7873
2,-59179.0837
3,-7382.2578
4,-14462.0238
5,-10398.7386
6,-142534.4639
7,-31291.2758
8,-77660.7894